This record from the OMol25 dataset describes C29H43BF4IN4O3PS2Si2TeTi as an isolated structure. The level of theory is wB97M-V/def2-TZVPD.

Positions of all 92 atoms, in Å:
1 Ti -2.40304 0.40536 1.20363
2 C -5.18036 -1.63796 -1.44085
3 C -4.31717 -0.62190 -2.12115
4 N -4.26617 -0.58228 -3.43827
5 C -3.43444 0.30195 -4.02265
6 C -2.61295 1.15969 -3.33640
7 C -1.62492 2.03146 -4.05640
8 O -0.27799 1.57616 -3.92281
9 C -2.65842 1.14162 -1.92626
10 C -1.83485 2.02861 -1.13812
11 N -1.74510 1.98639 0.15538
12 C -1.05261 3.06060 0.79822
13 C 0.10364 3.62847 0.26078
14 C 0.67392 4.74843 0.85415
15 C 0.10226 5.31288 1.98624
16 C -1.03491 4.72520 2.54435
17 C -1.57402 3.60578 1.95516
18 I -4.04659 2.23518 2.67576
19 C -3.55484 0.25622 -1.31566
20 O -3.69265 0.24437 -0.01162
21 H -5.74842 -2.19294 -2.18432
22 H -5.85207 -1.15689 -0.72714
23 H -4.55266 -2.32660 -0.86862
24 H -3.41728 0.29218 -5.10878
25 H -1.70840 3.06585 -3.70471
26 H -1.84168 2.03021 -5.12484
27 H -0.15262 1.19435 -3.03720
28 H -1.35863 2.86863 -1.63844
29 H 0.57362 3.17308 -0.60658
30 H 1.57218 5.17576 0.42509
31 H 0.53828 6.19874 2.43528
32 H -1.49449 5.15429 3.43090
33 S -3.36649 -1.42563 2.61493
34 C -2.53886 -2.48645 1.54891
35 S -1.60424 -1.73624 0.29682
36 C -2.64450 -3.87079 1.61250
37 C -2.00898 -4.70000 0.63755
38 N -1.52854 -5.37752 -0.16546
39 C -3.43911 -4.52069 2.60533
40 N -4.08909 -5.07001 3.38601
41 C 1.49340 -1.55780 -4.28941
42 Si 0.90799 -2.63175 -2.86068
43 C -0.94668 -2.76462 -2.96075
44 C 1.65275 -4.33931 -3.12080
45 C 1.53005 -1.99181 -1.21845
46 Te 0.82715 -0.03786 -0.68393
47 C 2.53370 0.89345 -1.68753
48 Si 3.96325 1.10759 -0.50913
49 C 4.54076 -0.49961 0.24201
50 C 3.49933 2.31869 0.84728
51 C 5.41982 1.86087 -1.45090
52 H 1.10783 -1.96847 -5.22867
53 H 2.58737 -1.53394 -4.35872
54 H 1.13261 -0.52762 -4.20728
55 H -1.25616 -3.10924 -3.95357
56 H -1.42135 -1.79548 -2.77367
57 H -1.32452 -3.46730 -2.21302
58 H 1.33094 -4.76409 -4.07798
59 H 1.33134 -5.01756 -2.32370
60 H 2.74731 -4.30167 -3.11553
61 H 2.62151 -1.95573 -1.18881
62 H 1.19698 -2.63929 -0.40304
63 H 2.22169 1.85733 -2.10386
64 H 2.78670 0.24658 -2.53219
65 H 3.72671 -1.03492 0.74323
66 H 5.32076 -0.31330 0.98649
67 H 4.95643 -1.16787 -0.51995
68 H 2.46246 2.15984 1.15608
69 H 3.59221 3.35569 0.50798
70 H 4.13488 2.19008 1.72835
71 H 5.73645 1.20541 -2.26952
72 H 6.28075 2.01215 -0.79005
73 H 5.15151 2.83109 -1.88302
74 C -0.67899 -0.98567 4.70189
75 P -0.28245 0.50250 3.80319
76 C 1.46481 0.87557 3.71093
77 C -0.89886 1.79427 4.89941
78 O -0.95177 0.64933 2.43876
79 H -0.05946 -1.02314 5.60113
80 H -0.50431 -1.87716 4.10464
81 H -1.73468 -0.93432 4.95929
82 H 1.96134 0.56212 4.63001
83 H 1.55539 1.95553 3.57026
84 H 1.90580 0.34654 2.87101
85 H -0.37860 1.73077 5.85959
86 H -1.97151 1.67008 5.04432
87 H -0.72125 2.76614 4.44287
88 F 0.91680 -1.51358 2.24997
89 B 1.71125 -2.53291 2.86524
90 F 0.91543 -3.65350 3.11427
91 F 2.20509 -2.00819 4.09771
92 F 2.79325 -2.83948 2.01749

Results
2S+1: 3
Charge: -2
E_HOMO (spin up / spin down) (eV): -2.508 / -2.718
Kohn-Sham gap (spin up / spin down) (eV): 6.1701 / 6.3536
E_tot (eV): -139659.1015
Expectation value of S²: 2.02

Atom charges from the Mulliken analysis, given in e for atoms 1 to 6: 0.01, -0.97, 0.58, -0.67, -1.03, 0.66